16
Properties=species:S:1:pos:R:3:lowdin_charge:R:1 method="wB97M-V/def2-TZVPD" multiplicity=1 max_force_ha_per_bohr=0.0124 de_lowest_kcal_mol=25.7 homo_lumo_gap_ev=9.91 homo_ha=-0.3247
N 1.4639 -0.8236 0.6415 0.050
C 0.1581 -0.3859 0.1985 -0.413
C -0.0190 1.1214 0.4184 -0.243
O -0.0391 1.3777 1.8151 -0.071
C -0.0917 -0.7986 -1.2504 -0.272
N -1.3907 -0.3467 -1.7078 -0.010
H 1.4328 -1.4875 1.3907 0.069
H 2.1250 -1.0036 -0.0974 0.069
H -0.5885 -0.8776 0.8337 0.143
H 0.8350 1.6213 -0.0526 0.120
H -0.9514 1.4486 -0.0441 0.105
H -0.5873 2.1554 1.9708 0.081
H 0.6847 -0.3695 -1.8859 0.116
H 0.0172 -1.8977 -1.2776 0.112
H -1.5519 -0.6358 -2.6650 0.066
H -2.1352 -0.7821 -1.1672 0.076